{
  "formula": "C10H9CoN2O5PS",
  "method": "ωB97M-V with the def2-TZVPD basis set",
  "s2": 3.761,
  "total_charge": 2,
  "total_energy_ev": -81464.3016,
  "homo_ev": [-14.81, -14.79],
  "multiplicity": 4,
  "symbols": ["N", "C", "O", "C", "C", "C", "C", "P", "O", "O", "C", "O", "C", "N", "C", "S", "C", "C", "O", "H", "H", "H", "H", "H", "H", "H", "H", "H", "Co"],
  "xyz": [[3.509, -0.118, -0.191], [2.539, 0.350, 0.737], [2.305, -0.338, 1.700], [1.815, 1.671, 0.508], [0.889, 1.536, -0.742], [-0.067, 0.375, -0.535], [-1.123, 0.394, 0.291], [-1.657, 1.826, 1.262], [-1.648, 3.141, 0.353], [-3.146, 1.683, 1.763], [-1.943, -0.887, 0.452], [-2.583, -1.028, 1.457], [-1.888, -1.927, -0.633], [-2.910, -2.865, -0.760], [-3.048, -3.655, 0.181], [-3.283, -4.335, 1.538], [-0.836, -1.904, -1.449], [0.219, -0.886, -1.321], [1.280, -1.053, -1.865], [3.362, -1.118, -0.302], [3.443, 0.344, -1.090], [1.205, 1.803, 1.396], [2.517, 2.497, 0.418], [1.524, 1.333, -1.601], [0.361, 2.457, -0.960], [-1.685, 2.853, -0.575], [-3.687, 1.398, 1.005], [-0.732, -2.646, -2.225], [5.269, -0.900, 1.188]],
  "mulliken_spin": [0.01, 0.00, 0.01, 0.00, 0.01, 0.04, 0.10, 0.67, 0.04, 0.02, 0.00, 0.00, 0.01, 0.00, 0.00, 0.01, 0.01, 0.02, 0.01, 0.00, 0.00, 0.00, 0.00, 0.00, 0.00, 0.02, 0.02, 0.00, 1.99]
}

{
  "formula": "C34H24BrCl2N6O4Sr",
  "method": "ωB97M-V with the def2-TZVPD basis set",
  "total_charge": -1,
  "de_lowest_kcal_mol": 0.0,
  "total_energy_ev": -148707.3390,
  "homo_ev": -4.38,
  "symbols": ["Sr", "Cl", "C", "C", "C", "N", "C", "O", "C", "C", "C", "C", "C", "N", "C", "C", "C", "Cl", "N", "C", "O", "C", "C", "C", "C", "C", "N", "H", "H", "H", "H", "H", "H", "H", "H", "H", "H", "O", "C", "C", "C", "C", "C", "C", "C", "O", "N", "N", "C", "C", "Br", "C", "C", "C", "C", "C", "C", "C", "H", "H", "H", "H", "H", "H", "H", "H", "H", "H", "H", "H", "H", "H"],
  "xyz": [[-0.578, 1.495, 0.164], [-3.904, 7.699, 2.054], [-2.857, 6.587, 1.215], [-2.579, 5.365, 1.796], [-1.754, 4.420, 1.179], [-1.552, 3.135, 1.722], [-1.679, 2.920, 3.032], [-1.863, 3.721, 3.959], [-1.587, 1.447, 3.448], [-1.950, 1.120, 4.754], [-1.911, -0.199, 5.159], [-1.499, -1.168, 4.255], [-1.141, -0.760, 2.984], [-1.180, 0.511, 2.585], [-1.176, 4.746, -0.083], [-1.470, 5.995, -0.640], [-2.300, 6.903, -0.010], [-2.614, 8.432, -0.783], [-0.389, 3.780, -0.748], [0.474, 4.141, -1.697], [0.783, 5.266, -2.118], [1.211, 2.983, -2.378], [1.842, 3.253, -3.593], [2.537, 2.251, -4.237], [2.613, 0.998, -3.642], [1.968, 0.816, -2.434], [1.272, 1.772, -1.817], [-3.007, 5.134, 2.757], [-2.253, 1.925, 5.407], [-2.200, -0.474, 6.166], [-1.459, -2.216, 4.521], [-0.815, -1.481, 2.242], [-1.032, 6.259, -1.586], [1.767, 4.256, -3.985], [3.023, 2.440, -5.186], [3.156, 0.182, -4.099], [2.006, -0.142, -1.926], [-3.977, -1.377, -0.748], [-3.547, -2.216, -1.699], [-4.393, -3.225, -2.164], [-3.967, -4.095, -3.152], [-2.700, -3.969, -3.711], [-1.864, -2.961, -3.249], [-2.261, -2.095, -2.242], [-1.311, -1.047, -1.687], [-1.906, 0.005, -1.083], [-0.451, -1.805, -0.705], [0.526, -1.132, -0.102], [1.481, -1.783, 0.452], [2.556, -1.151, 1.202], [2.344, 0.686, 1.650], [3.657, -1.764, 1.650], [4.041, -3.161, 1.368], [4.565, -3.946, 2.395], [4.944, -5.258, 2.164], [4.814, -5.809, 0.896], [4.312, -5.034, -0.138], [3.931, -3.720, 0.094], [-3.275, -0.657, -0.704], [-5.383, -3.301, -1.733], [-4.636, -4.872, -3.502], [-2.374, -4.637, -4.497], [-0.875, -2.837, -3.682], [-0.637, -0.726, -2.506], [-0.271, -2.782, -0.924], [1.511, -2.873, 0.405], [4.327, -1.205, 2.292], [4.669, -3.519, 3.386], [5.344, -5.853, 2.975], [5.111, -6.834, 0.714], [4.223, -5.448, -1.134], [3.566, -3.111, -0.722]],
  "lowdin_charge": [1.39, 0.62, -0.69, -0.05, -0.21, -0.05, -0.50, -0.01, -0.18, 0.00, -0.07, -0.07, -0.14, 0.02, -0.21, -0.05, -0.69, 0.62, -0.04, -0.50, -0.01, -0.18, 0.00, -0.06, -0.07, -0.16, 0.04, 0.10, 0.11, 0.10, 0.10, 0.10, 0.09, 0.11, 0.10, 0.10, 0.09, 0.05, -0.28, -0.02, -0.11, -0.12, -0.06, -0.12, -0.45, -0.37, 0.02, -0.04, -0.22, -0.62, 0.81, -0.12, -0.23, -0.04, -0.09, -0.10, -0.08, -0.05, 0.06, 0.11, 0.09, 0.09, 0.11, 0.13, 0.14, 0.12, 0.10, 0.11, 0.10, 0.10, 0.10, 0.11]
}

{
  "formula": "C3H7BrO2",
  "method": "ωB97M-V with the def2-TZVPD basis set",
  "total_charge": 0,
  "smiles": "CCC(O)(O)Br",
  "de_lowest_kcal_mol": 13.6,
  "total_energy_ev": -77361.3248,
  "homo_ev": -9.70,
  "symbols": ["C", "C", "C", "O", "O", "Br", "H", "H", "H", "H", "H", "H", "H"],
  "xyz": [[-1.527, -0.268, -0.173], [-0.178, -0.918, -0.034], [0.783, 0.292, 0.019], [0.621, 1.220, 1.029], [0.828, 0.849, -1.205], [2.906, -0.396, 0.261], [-2.334, -0.953, -0.326], [-1.323, 0.378, -0.945], [-1.548, 0.351, 0.717], [0.021, -1.506, 0.853], [-0.058, -1.441, -0.937], [0.655, 0.707, 1.828], [1.156, 1.686, -1.087]],
  "nbo_charge": [-0.61, -0.46, 0.68, -0.70, -0.68, -0.31, 0.22, 0.22, 0.20, 0.21, 0.23, 0.50, 0.49]
}

Q: Which formula does entry 1 have?
A: C10H9CoN2O5PS